{"formula": "C17H56O15", "method": "the ωB97M-V functional and the def2-TZVPD basis", "symbols": ["C", "C", "C", "O", "H", "H", "H", "H", "H", "H", "H", "H", "O", "C", "C", "O", "H", "H", "H", "H", "H", "H", "O", "C", "C", "O", "H", "H", "H", "H", "H", "H", "O", "C", "C", "O", "H", "H", "H", "H", "H", "H", "O", "C", "C", "O", "H", "H", "H", "H", "H", "H", "C", "O", "H", "H", "H", "H", "C", "O", "H", "H", "H", "H", "C", "O", "H", "H", "H", "H", "C", "O", "H", "H", "H", "H", "C", "O", "H", "H", "H", "H", "C", "O", "H", "H", "H", "H"], "xyz": [[1.8703, -3.7836, 1.7157], [3.0869, -2.9239, 2.1958], [4.4229, -3.4649, 1.7398], [3.0703, -1.6269, 1.6886], [2.1422, -4.8169, 1.5161], [1.4941, -3.3385, 0.8262], [1.0328, -3.7309, 2.3746], [3.0840, -2.9149, 3.2765], [4.5808, -3.7173, 0.6830], [4.7655, -4.3556, 2.2990], [5.0999, -2.7005, 1.9805], [2.3171, -1.1242, 2.0462], [-3.3778, -0.0437, -4.5959], [-3.1692, -0.7823, -3.3535], [-3.1006, 0.2521, -2.2673], [-4.2805, 1.0631, -2.2523], [-2.6006, 0.4666, -4.8849], [-4.1205, -1.3637, -3.1612], [-2.4306, -1.5735, -3.4504], [-2.2768, 0.8507, -2.4507], [-3.0308, -0.3263, -1.2933], [-4.5027, 1.1404, -3.1918], [1.4940, 3.2882, -3.6345], [0.5795, 2.4030, -4.2413], [-0.7676, 3.1011, -4.5447], [-1.5099, 2.5056, -5.5775], [1.7793, 2.9954, -2.7538], [1.0316, 1.9870, -5.1561], [0.4391, 1.4885, -3.6306], [-0.4207, 4.1364, -4.8323], [-1.4112, 2.9931, -3.6605], [-0.9478, 2.4810, -6.2984], [-1.9609, -2.5366, -0.1949], [-2.9225, -2.5033, 0.8657], [-3.9927, -3.5616, 0.4883], [-4.8180, -3.1964, -0.5504], [-1.4430, -1.7169, -0.0556], [-2.4353, -2.8070, 1.8003], [-3.4372, -1.5285, 0.9293], [-4.6145, -3.6812, 1.3640], [-3.5201, -4.4637, 0.2212], [-4.4990, -2.4448, -1.0525], [1.1325, 1.7878, 1.2921], [-0.2727, 1.6475, 1.2606], [-0.8190, 1.3813, -0.1413], [-0.5157, 0.0797, -0.6191], [1.5156, 1.6219, 2.1964], [-0.4729, 0.8509, 1.9497], [-0.7405, 2.5405, 1.6885], [-0.4822, 2.1546, -0.8289], [-1.9319, 1.3477, -0.0235], [0.4093, 0.0796, -0.9939], [-1.0234, -1.8920, 4.9562], [0.1954, -1.2270, 5.3416], [-1.1166, -2.8415, 5.4139], [-1.9451, -1.3020, 5.2849], [-1.0773, -1.9631, 3.8705], [0.3462, -1.4882, 6.2587], [5.1337, 0.1517, -0.8748], [4.1565, -0.8255, -0.5539], [6.0477, -0.2983, -1.1582], [4.8008, 0.7439, -1.7521], [5.3448, 0.9103, -0.1707], [4.1441, -1.0821, 0.3952], [-5.0142, 1.8264, 1.0275], [-5.3717, 0.7080, 0.3227], [-4.0318, 2.1706, 0.7349], [-5.7424, 2.5438, 0.9142], [-4.9315, 1.5149, 2.0915], [-5.0265, 0.7773, -0.5686], [1.1615, 2.0815, 5.2830], [1.3828, 1.1174, 4.2339], [1.2356, 1.6462, 6.2313], [1.9789, 2.7955, 5.2219], [0.2625, 2.6867, 5.1557], [0.7600, 0.4238, 4.3718], [1.6649, -0.7179, -3.0114], [1.8150, -0.0782, -1.7944], [2.1247, -1.7020, -3.0147], [0.5823, -0.9027, -3.2692], [2.0933, -0.0454, -3.7530], [2.6871, -0.2964, -1.3250], [3.4814, 3.6652, -0.4395], [2.3090, 3.1395, -0.9947], [3.2468, 4.6047, -0.0017], [3.8059, 3.0014, 0.3163], [4.2287, 3.7206, -1.1985], [1.7683, 2.8170, -0.2525]], "forces_ev_per_angstrom": [[1.1, 0.7, 0.2], [-0.5, -2.2, -0.6], [0.2, -1.6, 0.2], [-0.9, 1.4, 0.3], [0.0, 0.0, 0.1], [-0.1, 0.2, -1.2], [-0.5, -0.2, 0.9], [0.1, 0.2, 0.5], [-0.7, 0.3, 0.1], [-0.5, 0.3, -0.1], [1.3, 1.0, 0.3], [0.4, -0.2, -0.3], [-0.1, -0.6, 0.2], [-2.1, 0.1, -1.1], [-1.1, -2.3, 1.6], [0.4, -0.5, -0.2], [-0.1, -0.2, 0.4], [0.7, 0.7, -0.6], [0.7, 0.5, 0.3], [1.9, 1.3, 0.1], [0.1, 1.1, -0.9], [-0.2, 0.2, 0.0], [-0.3, 0.1, -0.3], [0.1, -1.1, 0.3], [1.3, 0.5, 0.5], [-1.6, -0.4, 1.8], [-0.2, 0.0, 0.1], [-0.2, 0.4, -0.3], [-0.2, 0.5, 0.0], [-1.0, -0.6, 0.7], [0.3, 0.9, -0.2], [1.5, -0.2, -2.6], [0.1, 1.2, 0.7], [-0.7, -1.3, -1.1], [0.7, 1.8, 1.3], [-1.2, 0.4, -1.2], [0.1, -0.4, -0.7], [-0.2, 0.2, 0.1], [0.3, -0.1, 0.2], [-0.3, -0.4, 0.4], [0.8, -1.3, 0.0], [0.3, 0.1, 0.1], [1.4, 0.2, 0.1], [0.1, 0.3, 0.5], [-0.7, -1.1, 1.1], [0.6, 0.3, 0.0], [-1.0, 0.2, -1.0], [-0.8, -0.8, 0.1], [-0.1, 0.2, -0.2], [-0.2, 0.2, -0.2], [0.8, 0.7, -0.3], [-0.4, -0.2, 0.3], [-1.2, 2.0, 0.1], [-0.6, -0.6, 0.0], [0.1, -1.2, 0.3], [1.2, -0.5, -0.4], [0.2, -0.1, 0.1], [0.2, 0.3, -0.2], [-0.9, 0.3, -1.6], [0.1, 0.4, 0.2], [1.1, -0.7, -0.2], [-0.1, -0.6, 0.3], [-0.1, 0.5, 1.5], [-0.2, 0.3, -0.6], [1.7, -1.4, 1.7], [-0.3, -1.9, -0.6], [0.3, 0.5, -0.1], [-1.5, 2.2, 0.0], [-0.2, 0.5, -0.4], [-0.1, 0.1, -0.6], [0.8, 0.9, -1.9], [0.4, 1.5, 0.0], [-0.2, -0.8, 1.5], [0.2, 0.0, -0.1], [-0.3, -0.4, 0.0], [-0.7, -1.2, 0.3], [-0.6, -0.4, -1.0], [0.8, 0.3, 2.0], [0.3, -0.1, -0.2], [0.9, 0.4, 0.5], [0.1, -0.4, -0.6], [-1.2, 0.0, -0.6], [-0.7, -0.3, -0.2], [-0.9, -0.5, -0.3], [0.3, 1.1, 0.3], [0.7, -0.7, 1.0], [0.5, 0.3, -0.5], [0.1, -0.2, -0.2]], "lowdin_charge": [-0.0146, -0.4616, -0.0570, -0.0660, 0.0803, 0.0655, 0.0520, 0.1304, 0.0943, 0.0933, 0.0581, 0.1183, -0.0841, -0.1909, -0.2457, -0.0662, 0.0711, 0.1350, 0.1205, 0.0750, 0.1197, 0.0959, -0.0682, -0.2628, -0.2280, -0.0438, 0.0403, 0.1167, 0.0939, 0.1370, 0.1174, 0.0455, -0.0907, -0.2183, -0.2632, -0.0421, 0.0518, 0.1018, 0.1172, 0.1131, 0.1013, 0.0651, -0.0955, -0.2284, -0.2138, -0.1058, 0.0890, 0.1026, 0.1219, 0.1229, 0.1123, 0.0454, -0.1224, -0.1334, 0.0629, 0.1038, 0.0630, 0.0905, -0.1239, -0.1364, 0.0645, 0.0955, 0.0619, 0.0606, -0.1848, -0.1129, 0.0647, 0.0510, 0.0920, 0.0216, -0.1113, -0.1298, 0.0564, 0.0808, 0.0847, 0.0145, -0.1576, -0.1600, 0.0862, 0.0982, 0.0758, 0.0858, -0.1294, -0.1409, 0.0751, 0.0613, 0.0828, 0.0511], "lumo_ev": 0.1, "mol_weight_g_mol": 500.62, "smiles": "CC(C)O.OCCO.OCCO.OCCO.OCCO.CO.CO.CO.CO.CO.CO", "relative_energy_ev": 3.5786}

{"formula": "C3H4ClN3", "method": "the ωB97M-V functional and the def2-TZVPD basis", "symbols": ["N", "N", "N", "C", "C", "C", "Cl", "H", "H", "H", "H"], "xyz": [[0.0040, -2.0246, 0.1224], [0.1623, -0.6245, 0.1712], [1.3655, -0.0698, 0.3966], [1.2352, 1.1771, 0.1521], [-0.0891, 1.5366, -0.1909], [-0.7838, 0.3371, -0.1425], [-2.4755, -0.0555, -0.3957], [-0.4188, -2.3308, -0.8130], [-0.6885, -2.3377, 0.8175], [2.0370, 1.9255, 0.3360], [-0.3483, 2.4666, -0.4536]], "forces_ev_per_angstrom": [[-1.1, -0.4, -1.0], [-1.3, -0.2, -0.1], [0.5, -2.7, 0.0], [-0.2, 2.9, 0.2], [0.6, -3.6, 0.7], [0.6, 0.2, -0.2], [1.3, 0.2, 0.1], [1.0, 1.0, 1.6], [0.5, 0.5, -0.2], [-0.5, -1.0, -0.3], [-1.5, 3.1, -0.8]], "nbo_charge": [-0.6167, -0.0609, -0.2349, -0.0343, -0.3489, 0.1065, 0.0243, 0.3645, 0.3640, 0.2113, 0.2250], "lumo_ev": 0.6, "mol_weight_g_mol": 117.54, "smiles": "Nn1nccc1Cl", "relative_energy_ev": 1.8773}